The following is a quantum chemistry calculation of a cluster of 2 separate species, C11H15N in total at a distorted geometry, from the Open Molecules 2025 dataset.

```
27
C11H15N, DFT ωB97M-V/def2-TZVPD
H -0.90221 -0.35118 -0.59777
H 3.93458 -0.08264 0.65044
C -0.15663 0.13049 -3.61790
H 2.62468 0.92554 -3.98974
H -1.72015 -0.10852 2.47211
C 2.45268 -0.07591 -0.91275
C -2.62202 -0.55993 2.84472
H -2.40142 -1.18432 3.71014
H -4.70918 0.02588 2.84586
H -0.94311 -0.52872 -3.27307
H -2.95075 -1.31084 2.12687
C 1.11050 -0.22945 -1.30449
H -3.66792 1.37999 2.79994
C 1.91102 -0.30193 1.37958
H -3.91614 0.46395 4.31321
C 2.23787 0.65197 -3.02036
N 3.12300 0.45641 -1.98455
C 2.88483 -0.19861 0.41360
C -3.75303 0.38683 3.23747
H -0.51696 1.12624 -3.88028
H 2.15420 -0.31431 2.43426
H 4.09296 0.71210 -2.00238
C 0.54462 -0.34332 1.02244
C 0.13064 -0.28378 -0.28227
H 0.23888 -0.24180 -4.56108
C 0.98369 0.25871 -2.65320
H -0.16464 -0.40284 1.82922
```

Output
Spin multiplicity ... 1
HOMO-LUMO gap ... 8.714 eV
Calculated total energy ... -13140.0065 eV
Charge ... 0
HOMO level ... -0.28418 hartree
SMILES ... Cc1c[nH]c2ccccc12.CC
LUMO energy ... 0.98 eV
ΔE to the lowest compared entry with this formula, charge and spin ... 18.1 kcal/mol

Here are the Löwdin charges for atoms 1 to 4, given in e: 0.11, 0.10, -0.05, 0.12

---

The following is a quantum chemistry calculation of a cluster of 2 separate species, C11H15N in total at a distorted geometry, from the Open Molecules 2025 dataset.

```
27
C11H15N, DFT ωB97M-V/def2-TZVPD
C -1.88665 -1.48150 0.56309
C 0.27108 -1.51161 1.84148
C 3.57119 -0.80497 -1.65273
H 0.11102 -1.49997 2.92619
H -2.01853 3.99451 -0.44471
H -0.41522 3.84236 1.41064
H 3.73541 -0.74722 -0.58627
C -0.77420 2.93721 0.94814
H -3.61225 -0.78529 -0.45973
H -2.07849 -2.50840 0.28678
H 3.57420 0.19810 -2.09077
C -2.18445 0.69409 0.06455
H 4.40424 -1.25740 -2.19692
H 0.23174 -2.57288 1.60048
H 1.85502 -1.47894 -2.95431
C 2.26623 -1.53946 -1.94829
N -2.72230 -0.54910 -0.04881
C -0.97736 0.56871 0.79439
C -0.78267 -0.83791 1.02993
C -2.67225 1.97445 -0.21392
H -3.60759 2.13469 -0.72533
C -0.27189 1.68776 1.23553
H 1.51582 -1.30149 -1.19321
H 2.44933 -2.62116 -1.85386
H 1.28591 -1.13491 1.74783
C -1.86567 3.05533 0.06540
H 0.59831 1.54501 1.85442
```

Output
Spin multiplicity ... 1
HOMO-LUMO gap ... 8.728 eV
Calculated total energy ... -13140.0074 eV
Charge ... 0
HOMO level ... -0.28765 hartree
SMILES ... Cc1c[nH]c2ccccc12.CC
LUMO energy ... 0.90 eV
ΔE to the lowest compared entry with this formula, charge and spin ... 18.1 kcal/mol

Here are the Löwdin charges for atoms 1 to 4, given in e: -0.05, -0.06, -0.17, 0.08

---

The following is a quantum chemistry calculation of a cluster of 2 separate species, C11H15N in total at a distorted geometry, from the Open Molecules 2025 dataset.

```
27
C11H15N, DFT ωB97M-V/def2-TZVPD
H -0.89788 -1.77636 -0.93515
H -1.24708 -1.14708 3.68300
C 2.54434 2.89270 -0.50693
H -3.59067 -2.67052 2.48357
C -0.79086 -0.55506 -2.69602
H -2.36461 -3.45199 3.19917
C 2.34538 0.49330 0.47683
H 1.79752 -1.57784 0.31693
H 1.69941 3.56273 -0.31067
H -1.22103 -1.23483 -3.41859
C 0.95038 1.04502 -1.23184
H -2.93100 -0.66276 3.53507
C -2.51269 -2.59036 2.50584
C 0.59590 -0.29386 -0.72093
C 0.25564 1.58316 -2.30085
H 3.15377 0.54788 1.17956
H -1.80676 -2.84042 1.71771
H 3.24412 3.09829 0.30752
H 0.39106 2.64090 -2.49594
H -1.89150 -0.61827 2.16425
C -2.13474 -1.22141 3.05268
C -0.35951 -0.97527 -1.43646
H -1.13242 1.05049 -3.93844
C 2.01596 1.47738 -0.35106
N 1.51916 -0.60913 0.30015
H 2.90891 3.08937 -1.49666
C -0.54081 0.74396 -3.08275
```

Output
Spin multiplicity ... 1
HOMO-LUMO gap ... 8.847 eV
Calculated total energy ... -13139.1435 eV
Charge ... 0
HOMO level ... -0.29177 hartree
SMILES ... Cc1c[nH]c2ccccc12.CC
LUMO energy ... 0.91 eV
ΔE to the lowest compared entry with this formula, charge and spin ... 38.0 kcal/mol

Here are the Löwdin charges for atoms 1 to 4, given in e: 0.10, 0.06, -0.04, 0.06

---

The following is a quantum chemistry calculation of a cluster of 2 separate species, C11H15N in total at a distorted geometry, from the Open Molecules 2025 dataset.

```
27
C11H15N, DFT ωB97M-V/def2-TZVPD
H 0.48560 2.14836 -2.04655
H 0.23236 -1.93233 -1.67422
H 2.66846 2.97131 -0.81142
C 1.93107 2.29392 -0.39381
C -0.80376 -3.60636 -2.68372
H -1.45880 -2.18178 -1.21724
H -1.81930 -4.00772 -2.71299
C -0.76280 -0.90259 2.76885
H -1.58524 0.62385 -1.55673
H 3.21262 2.23026 1.35231
C -0.07456 1.11291 -0.29413
C -1.69092 -0.20709 0.42467
C 2.27287 1.84528 0.95501
H 0.21967 -1.34977 2.94957
C -0.73926 -0.26865 1.42249
C 1.47115 1.01230 1.65212
H -1.48759 -1.69717 2.85197
H -1.12338 -1.42733 -2.69585
C 0.82864 1.86825 -1.05801
N -1.32872 0.69055 -0.57855
H -1.04552 -0.22640 3.58731
H 1.69860 0.73825 2.66860
C -0.74704 -2.21884 -2.03595
H -2.68907 -0.60289 0.39629
H -0.35198 -3.59034 -3.67511
C 0.28279 0.60470 1.00940
H -0.17766 -4.26918 -2.07003
```

Output
Spin multiplicity ... 2
HOMO-LUMO gap (alpha / beta) ... 9.594 / 6.054 eV
Calculated total energy ... -13132.6633 eV
Charge ... +1
HOMO level (alpha / beta) ... -0.48582 / -0.48703 hartree
LUMO energy (alpha / beta) ... -3.63 / -7.20 eV
ΔE to the lowest compared entry with this formula, charge and spin ... 12.5 kcal/mol

Here are the Löwdin charges for atoms 1 to 4, given in e: 0.13, 0.07, 0.13, 0.02